1.
Here is a structure of composition C5H11AuClNRuS in a non-equilibrium geometry from the OMol25 dataset. Energies are from wB97M-V/def2-TZVPD.

The charge is -1. The value obtained for the calculated total energy is -1340.47022 hartree. For the HOMO energy (spin up / spin down), the calculation gives -1.30 / -4.36 eV. As for the expectation value of S²: 15.790. The value obtained for the LUMO energy (spin up / spin down) is 0.101 / -0.029 Eh. As for the spin multiplicity: 8. Its HOMO-LUMO gap (spin up / spin down) is 0.14848 / 0.13104 hartree.

CARTESIAN COORDINATES (ANGSTROEM)
Au1 1.1707 -0.9235 0.1379
Cl1 -0.4219 -1.5868 -1.7044
C1 2.5091 -0.1027 1.4805
H1 2.6589 -0.8000 2.3128
H2 1.9640 0.7941 1.7861
H3 3.4345 0.1392 0.9501
Ru1 -0.9697 0.3598 -0.5418
C2 -0.5274 2.0687 -1.4667
C3 -2.8808 0.0654 -1.1737
C4 -1.2007 0.9230 1.1992
H4 -3.1615 -0.9581 -0.8747
H5 -3.5595 0.8340 -0.7754
H6 -2.8407 0.1039 -2.2774
H7 0.3650 2.5209 -1.0155
H8 -0.3021 1.7776 -2.5100
H9 -1.4236 2.7073 -1.4232
H10 -0.6326 1.7311 1.7099
H11 -2.0827 0.5935 1.7910
S1 2.9491 -2.4270 -0.2939
C5 2.5891 -3.5152 0.9181
N1 2.3628 -4.3052 1.7712

2.
Here is a structure of composition C40H40AsCl2N4O7PSTi in a non-equilibrium geometry from the OMol25 dataset. Energies are from wB97M-V/def2-TZVPD.

The charge is 0. The value obtained for the calculated total energy is -7039.35733 hartree. For the HOMO energy, the calculation gives -7.88 eV. The energy above the lowest of the compared OMol25 structures with the same formula, charge and spin is 49.7 kJ/mol. The value obtained for the LUMO energy is -0.024 Eh. Its HOMO-LUMO gap is 0.26534 hartree.

CARTESIAN COORDINATES (ANGSTROEM)
Ti1 -0.2413 1.0521 0.6180
C1 -0.3609 -5.1879 -2.3384
C2 0.8416 -4.5056 -2.9321
C3 1.7069 -5.1823 -3.7823
C4 2.8126 -4.5558 -4.3394
C5 3.0504 -3.2172 -4.0698
C6 2.1929 -2.5119 -3.2382
C7 1.1086 -3.1609 -2.6566
N1 0.2020 -2.4800 -1.7987
C8 0.4825 -1.5172 -0.8829
N2 1.7463 -1.4904 -0.4486
C9 2.3706 -0.6758 0.5224
C10 1.6859 0.3421 1.1823
C11 2.4141 0.9902 2.1923
C12 3.7180 0.6608 2.5100
C13 4.3662 -0.3392 1.7969
C14 3.7060 -1.0239 0.7938
C15 4.4081 -2.1210 0.0328
N3 -0.4901 -0.7819 -0.3458
C16 -1.7957 -0.9442 -0.9592
C17 -1.9910 -0.6593 -2.3056
C18 -3.2462 -0.7915 -2.8803
C19 -4.3157 -1.2029 -2.1016
C20 -4.1122 -1.4946 -0.7603
C21 -2.8595 -1.3856 -0.1691
C22 -2.6619 -1.7364 1.2789
H1 -0.3081 -6.2635 -2.4960
H2 -1.2876 -4.8325 -2.7984
H3 -0.4359 -4.9976 -1.2666
H4 1.5119 -6.2250 -4.0028
H5 3.4774 -5.1091 -4.9894
H6 3.8944 -2.7097 -4.5182
H7 2.3280 -1.4505 -3.0771
H8 -0.7790 -2.5934 -2.0036
H9 2.3516 -2.1463 -0.9140
H10 1.9433 1.7690 2.7781
H11 4.2326 1.1851 3.3058
H12 5.3922 -0.6005 2.0285
H13 5.4488 -2.1859 0.3444
H14 4.4036 -1.9412 -1.0464
H15 3.9503 -3.0990 0.2124
H16 -1.1480 -0.3302 -2.9010
H17 -3.3800 -0.5742 -3.9326
H18 -5.3021 -1.3031 -2.5352
H19 -4.9468 -1.8173 -0.1495
H20 -3.5836 -2.1306 1.7051
H21 -2.3601 -0.8635 1.8605
H22 -1.8704 -2.4791 1.3965
Cl1 -3.0545 1.2495 4.5189
C23 -2.0324 2.5106 3.9176
C24 -2.1431 3.8056 4.4748
C25 -1.3710 4.8259 4.0161
Cl2 -1.5182 6.4053 4.7232
C26 -0.4543 4.6167 2.9512
C27 0.3684 5.5987 2.3577
C28 1.1902 5.2587 1.3199
C29 1.2050 3.9364 0.8487
N4 0.4543 3.0050 1.3837
C30 -0.3665 3.3254 2.4210
C31 -1.1410 2.2388 2.9195
O1 -0.9361 1.0506 2.3561
H23 -2.8538 3.9731 5.2715
H24 0.3320 6.6147 2.7277
H25 1.8148 5.9964 0.8369
H26 1.8311 3.6415 0.0153
O2 -1.4219 4.1454 -0.4906
As1 -2.4262 2.7855 -1.0252
O3 -3.9330 3.4087 -1.0480
O4 -2.1360 1.5510 0.1261
C32 -1.8332 2.5542 -2.8586
C33 -2.8675 2.7703 -3.7642
C34 -2.6147 2.7876 -5.1274
C35 -1.3229 2.6251 -5.6027
C36 -0.2792 2.4227 -4.7159
C37 -0.5350 2.3768 -3.3504
S1 0.8477 1.8879 -2.3641
O5 1.1415 0.5301 -2.7470
O6 1.9225 2.8254 -2.4630
O7 0.2412 1.9088 -0.9685
H27 -2.0743 4.8537 -0.3858
H28 -3.8628 2.9351 -3.3706
H29 -3.4302 2.9408 -5.8224
H30 -1.1266 2.6478 -6.6666
H31 0.7353 2.2898 -5.0696
C38 -1.1419 -2.2574 4.5396
P1 0.2740 -1.5161 3.6168
C39 0.8331 -0.3200 4.9059
C40 1.5202 -2.8336 3.9620
H32 -0.8583 -2.5214 5.5616
H33 -1.4888 -3.1553 4.0245
H34 -1.9692 -1.5470 4.5738
H35 0.6495 -0.7164 5.9070
H36 0.3141 0.6347 4.8045
H37 1.9016 -0.1391 4.7859
H38 1.6275 -3.0307 5.0323
H39 2.4870 -2.5198 3.5608
H40 1.2312 -3.7596 3.4608

3.
Here is an isolated molecule of C2H5NO2S in a non-equilibrium geometry from the OMol25 dataset. Energies are from wB97M-V/def2-TZVPD.

The charge is 0. The value obtained for the calculated total energy is -682.55874 hartree. For the HOMO energy, the calculation gives -10.81 eV. The energy above the lowest of the compared OMol25 structures with the same formula, charge and spin is 212.2 kJ/mol. The SMILES is C/C=N/[SH](=O)=O. The value obtained for the LUMO energy is -0.001 Eh. Its HOMO-LUMO gap is 0.39687 hartree.

CARTESIAN COORDINATES (ANGSTROEM)
C1 1.1178 -0.1688 -0.1819
C2 -0.3292 0.1756 -0.0527
N1 -1.2694 -0.6440 0.0376
S1 -2.7990 -0.1360 0.1717
O1 -3.7128 -0.6884 -0.7807
O2 -2.8460 1.2873 0.2841
H1 1.5356 0.0986 -1.1706
H2 1.2470 -1.2547 -0.0216
H3 1.7447 0.4601 0.5527
H4 -0.4989 1.3556 -0.0958
H5 -3.2681 -0.5221 1.4593

4.
Here is the ion C7H10N with charge +1 in a non-equilibrium geometry from the OMol25 dataset. Energies are from wB97M-V/def2-TZVPD.

The charge is +1. The value obtained for the calculated total energy is -327.04586 hartree. For the HOMO energy, the calculation gives -14.33 eV. The energy above the lowest of the compared OMol25 structures with the same formula, charge and spin is 407.4 kJ/mol. The SMILES is C=C1[N@H+]2C[C@@]12C1CC1. The value obtained for the LUMO energy is -0.115 Eh. Its HOMO-LUMO gap is 0.41109 hartree.

CARTESIAN COORDINATES (ANGSTROEM)
C1 -2.8579 0.0244 0.4773
C2 -1.6129 -0.4057 0.3752
N1 -0.5104 -0.8763 1.1329
C3 0.0360 -1.7600 0.1670
C4 -0.2554 -0.3835 -0.2123
C5 0.4547 0.8579 -0.5921
C6 1.7690 1.2920 0.0769
C7 1.8680 0.7302 -1.3387
H1 -3.2103 -0.2519 1.5001
H2 -3.3861 0.1981 -0.4208
H3 -0.1726 -0.6722 2.0477
H4 -0.6625 -2.4748 -0.1517
H5 1.0318 -2.0922 0.2985
H6 -0.2924 1.6347 -0.8282
H7 2.0311 0.6959 1.0307
H8 1.8266 2.4171 0.1754
H9 1.9702 1.4074 -2.1462
H10 1.9729 -0.3410 -1.5917

5.
Here is an isolated molecule of C3H3FN2S in a non-equilibrium geometry from the OMol25 dataset. Energies are from wB97M-V/def2-TZVPD.

The charge is 0. The value obtained for the calculated total energy is -723.57958 hartree. For the HOMO energy, the calculation gives -9.23 eV. The energy above the lowest of the compared OMol25 structures with the same formula, charge and spin is 273.4 kJ/mol. The SMILES is Fc1cncn1S. The value obtained for the LUMO energy is 0.013 Eh. Its HOMO-LUMO gap is 0.35206 hartree.

CARTESIAN COORDINATES (ANGSTROEM)
F1 -0.0762 -2.0217 -0.1164
C1 -0.3530 -0.7781 -0.4275
C2 -1.1767 0.1476 -1.1775
N1 -0.9739 1.4374 -0.5353
C3 0.0532 1.3204 0.2346
N2 0.5564 0.0658 0.2674
S1 1.8881 -0.5818 0.8162
H1 -1.9788 -0.2916 -1.7153
H2 0.6429 2.1900 0.7002
H3 1.4180 -1.4881 1.9537